[1]
Formula: C21H69N5O11
Source: OMol25
Level of theory: ωB97M-V/def2-TZVPD

Summary:
* LUMO level: 0.2643 eV
* energy relative to the best compared isomer or geometry (same formula, charge and spin): 0.00 kJ/mol
* Kohn-Sham gap: 0.3487 Ha
* SMILES: COC[C@H](C)N.COC[C@H](C)N.COC[C@H](C)N.COC[C@H](C)N.COC[C@H](C)N.CO.O.O.O.O.O

Last column: Mulliken charge in e.
Atoms and positions in Å:
H 0.7807 1.3427 5.4441  0.297
H -0.0458 1.5164 1.9737  0.385
C -3.2467 -1.3038 -0.5013  -0.157
C -0.0483 -0.9042 4.4791  -0.791
C 5.0710 0.9108 -2.2466  0.527
C -3.0971 3.6693 -0.0046  0.589
H 0.1861 -2.8063 6.2998  0.318
C 7.2394 -0.3544 0.4597  -0.919
H 5.3004 -4.7574 1.2641  0.422
H -5.4589 6.3720 1.6661  0.312
O -0.7001 3.3357 -2.3483  -0.574
C 0.0012 0.2990 -1.3090  0.749
H 2.6536 -2.3358 -1.1030  0.301
C -4.2184 4.2329 0.8338  -1.122
H 0.8363 -0.0023 2.0311  0.246
H 0.5346 -1.7400 0.3682  -0.189
H 7.1061 1.1882 -1.6318  0.592
O -0.2105 -0.8296 5.8710  -0.334
H 5.1911 -2.0266 -0.5164  0.061
H 0.3554 -1.6402 7.6436  0.262
H 7.9364 -1.0986 0.0549  0.313
H 6.8956 -0.7088 1.4275  0.255
H -3.6168 -0.3705 -0.9453  0.227
H -6.6011 5.1044 1.1600  0.309
H -3.7925 4.6691 1.7541  0.379
C 6.3666 0.3782 -1.6456  -0.879
H -2.5486 2.5534 1.7711  0.552
H 3.7983 -4.6220 -0.5636  0.235
N 5.1226 -2.9908 -0.8437  -0.539
C -5.8978 5.8638 0.7992  -0.773
H 4.2525 -0.4355 -5.6387  0.306
H -2.9199 1.5312 -2.3694  0.206
H 3.6812 -4.4521 1.8511  0.355
H 6.7832 -0.4477 -2.2401  0.353
H 0.0768 3.8993 -2.3930  0.166
H -7.0500 -4.1650 1.8912  0.406
O 0.7255 -0.3951 -2.3161  -0.517
O 3.5123 0.1346 -5.4179  -0.757
H -1.4301 2.2199 0.3577  -0.163
H -6.4486 6.5868 0.2055  0.252
H -5.5166 -3.3560 2.0619  0.308
O -3.7320 1.2576 -2.8059  -0.644
H 1.9891 1.3473 -5.1651  0.288
O 1.2793 1.5488 -4.5277  -0.603
N 0.7742 1.4712 4.4311  -0.793
H -6.8432 -4.8224 -1.0150  0.271
H -2.8593 -1.8972 -1.3335  0.371
H -5.4407 -2.1264 -1.5027  0.322
H -0.9234 -0.0176 1.9056  -0.101
H 4.5759 -1.0149 -2.8686  0.370
H -1.2158 3.6900 -1.5855  0.346
C 2.8364 -2.7412 -0.0982  -0.307
H 1.6912 1.0691 4.2073  0.283
H 1.5986 -1.7753 6.3911  0.327
H 0.5573 1.1739 -0.9498  0.237
C -5.1093 -2.7131 -0.6351  -0.746
H 4.8519 -3.1455 1.8851  0.267
H -1.1502 0.9458 4.1442  0.251
H 3.5572 -0.3586 -1.8275  -0.212
N -7.2353 -3.9004 -0.8532  -0.722
H 3.4464 0.1086 -4.4429  0.476
H -6.9300 -2.2565 0.3632  0.261
H -3.4290 3.4249 -1.0174  0.177
H -0.9304 0.6246 -1.7813  0.145
O -4.8690 5.2215 0.0756  -0.311
H -2.9931 1.5743 0.4241  0.212
H 4.8987 2.8003 -1.1634  0.434
H 6.0288 -3.3459 -0.5542  0.294
H 3.0524 -1.8505 0.5197  0.115
C -0.1905 0.4877 3.8817  0.288
C 4.3729 1.8524 -1.2839  -1.437
H 1.5706 2.3479 -4.0773  0.244
C -6.1190 -3.9436 1.3646  -1.382
H -2.4462 -1.0304 0.1841  -0.163
C 4.0343 -3.6568 -0.1105  0.440
C 0.4942 -2.7959 0.1108  -0.190
H 0.3831 -2.8505 -0.9794  0.401
H 4.2692 1.3557 -0.3173  0.304
H -4.5185 -3.5472 -1.0369  0.331
H -8.1052 -4.0367 -0.3505  0.280
H -0.1892 -0.3323 -0.4554  -0.685
H -0.7075 1.5840 -4.8277  0.317
H -0.3256 -3.3206 0.5915  0.302
C -2.4329 2.4802 0.6885  -0.672
O 6.1113 -0.2159 -0.3854  -0.248
H 3.3568 2.1082 -1.5939  0.277
C 0.5183 -1.7999 6.5807  -0.768
C -0.0783 0.5022 2.3615  -0.632
H 5.3519 1.4278 -3.1718  0.283
O -1.5627 1.9967 -4.6485  -0.636
H -1.4705 4.7835 0.5694  0.235
H -3.5163 1.3370 -3.7447  0.348
N -2.0437 4.6798 -0.2639  -0.656
H 0.9407 0.2476 -3.0124  0.220
H -1.3918 2.6165 -3.9183  0.361
H -5.6280 -4.8956 1.1511  0.298
H 7.7219 0.6253 0.5141  0.339
H -0.7018 -1.6019 3.9390  0.417
O 1.7281 -3.4027 0.4404  -0.466
C -6.3699 -3.1522 0.0846  0.512
H 0.9680 -1.2629 4.2479  0.308
O -4.3257 -1.8862 0.1978  -0.379
H -2.4441 5.5913 -0.4625  0.216
H -4.9205 3.4843 1.2268  0.482
C 4.5134 -4.0018 1.2977  -1.424
N 4.1175 -0.1323 -2.6456  -0.438


[2]
Formula: C35H30CdCl2N8O9Si
Source: OMol25
Level of theory: ωB97M-V/def2-TZVPD

Summary:
* LUMO level: 3.8048 eV
* energy relative to the best compared isomer or geometry (same formula, charge and spin): 0.00 kJ/mol
* net charge: -2
* Kohn-Sham gap: 0.2494 Ha

Last column: Mulliken charge in e.
Atoms and positions in Å:
C -0.3353 -2.2909 -1.8982  -0.259
C 1.0721 0.2137 2.8324  -0.991
H -0.6759 -0.6359 2.0873  0.301
H -0.6016 0.2265 -4.4020  0.100
H 1.0454 -2.4253 3.0613  0.437
O -1.9333 3.1452 2.6727  -0.863
O -2.5090 1.2371 -1.0414  -1.001
C 2.0522 2.1531 -4.1646  -1.227
H -3.8598 4.2411 2.0137  0.588
O -5.4831 2.6376 -3.4556  -0.697
Si 0.3345 2.2542 -3.2923  0.527
O -5.8838 5.5964 1.8487  -0.685
C -0.1325 4.0992 -3.4066  -1.228
C -3.1378 2.8008 0.6631  -0.028
C -2.0745 2.4100 1.6699  -0.389
H 2.1962 1.1929 -4.6709  0.234
C -1.4157 -2.4260 -0.9226  -0.313
H 2.6092 -1.6910 -4.2459  0.481
C 0.7571 -2.1159 2.0441  -1.405
O -1.5650 -1.5964 0.0190  -0.863
N 1.2097 2.7254 2.7155  -0.225
C -4.0079 3.7735 1.0514  -0.073
C 1.8503 5.0372 1.9173  -1.011
N 0.4681 -1.2226 -1.7309  0.833
H 2.0180 -0.2603 3.0985  0.413
H -1.1844 4.2434 -3.1431  0.282
C -4.4216 2.5852 -1.4184  -0.511
C -0.8349 1.2960 -4.4471  -0.802
H -0.7605 1.6116 -5.4920  0.399
O -1.4282 1.3324 1.4876  -0.754
O -4.2794 0.9178 -3.0063  -0.552
H 1.1719 -3.6898 -4.6030  0.368
H -2.7581 -5.2765 -2.2919  0.437
C 1.7740 3.6523 1.8599  0.484
H -1.8747 1.4049 -4.1287  0.066
C -3.2739 2.1182 -0.6253  0.503
C 3.1255 3.5541 -0.1479  -0.490
C 1.9095 -2.4395 1.1345  0.576
Cl -0.8342 -5.4731 -4.3536  -0.327
C 1.7713 -1.9007 -3.5944  -1.171
H -6.1014 3.8638 -1.6161  0.617
H 5.3248 -4.7006 -2.5854  0.369
C 2.3906 2.9080 0.8394  0.441
N 2.9762 -1.7195 0.9824  -0.465
C -2.2173 -3.5719 -1.1128  0.392
C 1.4541 1.5025 2.1496  0.359
C -5.0927 4.1716 0.2484  -0.752
H 2.1705 2.9439 -4.9112  0.443
H 2.0683 -0.1304 -2.3595  0.861
C -2.0555 -4.4637 -2.1697  -0.618
Cl -3.4957 -3.8647 0.0300  -0.279
N 2.1718 1.5597 1.0602  -0.422
H 0.5307 0.4555 3.7534  0.280
H 1.3581 5.5864 2.7103  0.420
C 2.5734 5.6675 0.9187  -0.408
H 1.1609 -4.2205 0.2440  0.297
H 0.0278 4.5148 -4.4059  0.383
C 4.9213 -1.9799 -0.5848  -0.743
C 1.4820 -1.0234 -2.5372  -0.905
C 3.7315 -2.3636 0.0266  0.375
C 4.8529 -4.0488 -1.8599  -0.446
H 2.6619 6.7476 0.9224  0.364
H 6.3743 -2.5502 -2.0455  0.364
C -5.2733 3.5745 -0.9887  -0.139
N -4.7325 2.0045 -2.7036  1.008
Cd -0.4609 0.4553 -0.3346  3.572
H 3.1459 -5.3412 -1.5878  0.417
H 3.7731 5.4641 -0.8497  0.354
O -6.9462 5.4822 -0.0202  -0.694
H 5.3818 -1.0323 -0.3383  0.500
N 1.9277 -3.5823 0.3665  0.021
C 3.2042 4.9343 -0.0940  -0.578
C -1.0202 -4.3115 -3.0573  0.767
C -0.1216 -3.2320 -2.9394  -0.083
C 3.0894 -3.5557 -0.3698  0.526
O 0.3903 1.7183 -1.8134  -0.143
H 3.5988 2.9820 -0.9345  0.369
H 2.8600 2.2662 -3.4346  0.248
H -0.0984 -2.7197 1.7385  0.368
N 0.3259 -0.7277 1.9881  0.288
N -6.0228 5.1339 0.7181  1.042
H 0.4658 4.6774 -2.6970  0.270
C 5.4638 -2.8324 -1.5303  -0.539
C 0.9797 -2.9975 -3.7941  -1.012
H 0.3052 2.9329 3.1642  0.300
C 3.6483 -4.4276 -1.2935  -0.952


[3]
Formula: C11H22Cl10O2
Source: OMol25
Level of theory: ωB97M-V/def2-TZVPD

Summary:
* LUMO level: 0.4093 eV
* energy relative to the best compared isomer or geometry (same formula, charge and spin): 0.00 kJ/mol
* Kohn-Sham gap: 0.3729 Ha
* SMILES: CC(C)=O.CC(C)=O.ClCCl.ClCCl.ClCCl.ClCCl.ClCCl

Last column: Mulliken charge in e.
Atoms and positions in Å:
C -16.5987 4.1956 2.5557  -0.900
C -16.0080 5.0545 0.1349  -1.148
C -12.7675 9.5300 2.5293  -0.930
Cl -17.1330 7.8623 4.7526  -0.123
H -14.1052 7.7968 5.5924  -0.258
Cl -14.6050 10.0130 6.0879  -0.199
Cl -8.3316 7.9355 2.0479  -0.174
Cl -13.6285 6.2155 10.5108  -0.183
H -16.4416 10.0797 4.1402  0.170
C -17.0160 9.3004 3.6741  -0.259
C -12.6400 7.9952 2.4864  0.769
H -16.1273 4.0690 3.5194  0.161
Cl -9.6849 9.6330 4.0996  -0.132
H -12.1513 7.9103 0.3827  0.525
H -13.2268 4.6769 3.9908  0.046
H -17.1434 3.3479 2.2453  0.382
Cl -10.7275 6.6983 10.1649  -0.155
H -15.3385 5.7458 -0.3754  0.276
C -12.9411 4.7883 5.0550  0.405
H -17.2245 5.0984 2.6513  0.232
H -12.4971 9.9458 3.4915  0.187
H -14.7269 8.1323 7.2791  0.430
C -8.8597 8.1395 3.7436  0.021
H -15.9683 4.0855 -0.3554  0.339
Cl -16.3858 8.8760 2.0846  -0.134
H -13.8218 7.7140 0.6879  0.195
Cl -12.1136 3.3060 5.6588  -0.206
H -9.5652 7.3764 3.9377  -0.052
H -13.8496 9.6761 2.1893  0.130
C -12.1464 5.9233 9.5258  0.533
Cl -12.3733 8.3086 7.0543  -0.177
H -17.0196 5.4513 0.0618  0.343
Cl -14.4710 4.9571 5.9545  -0.187
H -18.0339 9.6495 3.4339  0.355
O -12.5879 7.2523 3.4421  -0.319
H -12.2577 10.0576 1.7454  0.395
H -12.3245 6.4559 8.6049  -0.493
H -12.0236 4.8936 9.3913  0.284
H -7.9706 8.0959 4.4234  0.333
O -14.4378 4.8783 1.8207  -0.499
H -12.6081 6.3772 1.0681  0.254
C -12.8514 7.4583 1.0530  -1.223
H -12.2607 5.6757 5.1103  0.020
C -15.6202 4.7386 1.5543  0.790
C -14.0527 8.3897 6.5098  0.174


Q: What is the energy relative to the best compared isomer or geometry (same formula, charge and spin) in the first record?
A: 0.00 kJ/mol


Q: Number 2 is which compound?
A: C35H30CdCl2N8O9Si


Q: Which formula does entry 2 have?
A: C35H30CdCl2N8O9Si